{"formula": "C28H39N3O4", "method": "ωB97M-V/def2-TZVPD", "species": ["C", "C", "O", "C", "C", "C", "C", "C", "C", "O", "C", "C", "C", "H", "H", "H", "C", "H", "H", "H", "H", "H", "H", "H", "H", "C", "C", "C", "O", "N", "C", "C", "C", "C", "C", "C", "H", "H", "C", "O", "N", "H", "C", "H", "H", "C", "N", "C", "C", "H", "H", "H", "H", "H", "C", "C", "H", "H", "H", "H", "H", "H", "H", "H", "H", "H", "H", "H", "H", "H", "H", "H", "H", "H"], "xyz": [[3.046, 4.787, 5.289], [2.695, 5.796, 4.198], [3.492, 5.652, 3.041], [3.253, 4.631, 2.176], [2.204, 3.739, 2.249], [2.039, 2.725, 1.295], [2.965, 2.639, 0.260], [4.021, 3.528, 0.169], [4.186, 4.532, 1.110], [5.159, 5.473, 1.115], [6.220, 5.396, 0.187], [7.251, 4.317, 0.552], [7.885, 4.645, 1.900], [8.475, 5.557, 1.829], [8.536, 3.836, 2.224], [7.112, 4.793, 2.650], [8.307, 4.214, -0.544], [7.856, 3.945, -1.497], [8.823, 5.164, -0.664], [9.042, 3.455, -0.287], [6.730, 3.357, 0.639], [5.840, 5.243, -0.831], [6.692, 6.381, 0.232], [4.715, 3.427, -0.651], [2.865, 1.865, -0.487], [0.949, 1.773, 1.345], [-0.010, 1.697, 2.278], [-1.085, 0.689, 2.350], [-1.612, 0.405, 3.408], [-1.433, 0.132, 1.145], [-2.378, -0.852, 0.872], [-3.097, -1.515, 1.866], [-4.012, -2.486, 1.516], [-4.251, -2.805, 0.183], [-3.519, -2.155, -0.807], [-2.591, -1.193, -0.465], [-2.019, -0.699, -1.239], [-3.646, -2.425, -1.846], [-5.228, -3.880, -0.147], [-5.363, -4.879, 0.535], [-5.987, -3.631, -1.244], [-5.764, -2.826, -1.806], [-6.741, -4.673, -1.893], [-6.722, -5.533, -1.222], [-7.783, -4.361, -2.027], [-6.131, -5.008, -3.267], [-4.680, -4.975, -3.215], [-4.114, -6.126, -2.523], [-2.663, -5.904, -2.113], [-2.566, -4.951, -1.599], [-2.360, -6.694, -1.432], [-1.991, -5.917, -2.968], [-4.197, -7.048, -3.122], [-4.696, -6.271, -1.613], [-4.064, -4.662, -4.490], [-4.253, -5.691, -5.612], [-3.768, -5.335, -6.517], [-3.810, -6.646, -5.341], [-5.309, -5.844, -5.823], [-2.997, -4.517, -4.314], [-4.475, -3.702, -4.821], [-6.530, -5.978, -3.604], [-6.450, -4.245, -3.983], [-4.563, -3.014, 2.280], [-2.928, -1.263, 2.899], [-0.972, 0.510, 0.329], [-0.008, 2.354, 3.134], [0.966, 1.053, 0.534], [1.490, 3.813, 3.051], [1.628, 5.745, 3.946], [2.914, 6.809, 4.548], [2.866, 3.769, 4.954], [2.444, 4.979, 6.172], [4.097, 4.881, 5.550]], "atomic_forces_ev_per_a": [[0.0, 0.2, -0.4], [-0.2, 0.0, 0.4], [0.2, -0.2, -0.4], [0.2, 0.1, 0.0], [0.0, 0.0, 0.0], [0.6, 0.4, -0.3], [-0.4, -0.1, 0.3], [0.3, 0.3, 0.0], [-0.1, 0.0, 0.1], [-0.3, 0.0, 0.2], [0.4, -0.3, -0.3], [-0.1, 0.3, 0.1], [-0.2, -0.2, -0.1], [0.1, 0.1, 0.0], [0.1, 0.0, 0.1], [0.0, 0.0, 0.1], [-0.3, 0.0, 0.1], [0.0, 0.0, -0.1], [0.1, 0.1, 0.0], [0.1, 0.0, 0.0], [0.0, 0.1, 0.0], [0.0, 0.1, 0.1], [0.0, -0.1, -0.1], [0.1, 0.0, 0.0], [0.0, -0.1, -0.1], [-0.6, -0.3, 0.3], [0.5, 0.2, -0.1], [-0.1, -0.1, -0.2], [0.0, 0.0, 0.0], [0.3, 0.2, -0.3], [-0.3, -0.3, 0.0], [0.1, 0.1, 0.2], [-0.1, -0.1, -0.3], [0.2, 0.0, 0.1], [-0.1, 0.0, 0.1], [0.1, 0.1, 0.1], [0.1, 0.0, -0.1], [0.0, 0.0, -0.1], [-0.2, 0.3, -0.1], [0.1, -0.2, 0.2], [-0.3, 0.2, -0.1], [0.1, 0.0, 0.2], [0.0, -0.2, -0.1], [-0.1, 0.1, -0.1], [0.1, -0.1, 0.0], [0.1, 0.1, 0.2], [-0.1, -0.1, -0.1], [0.1, 0.1, 0.1], [-0.3, -0.1, -0.1], [0.0, 0.1, 0.1], [0.1, -0.1, 0.1], [0.1, 0.0, -0.1], [-0.1, 0.0, 0.1], [0.0, -0.1, 0.0], [0.0, 0.0, -0.2], [0.0, 0.2, 0.3], [0.0, 0.0, -0.1], [0.0, -0.1, 0.0], [-0.1, -0.1, -0.1], [0.0, 0.1, -0.1], [0.1, 0.0, 0.0], [0.0, 0.1, 0.0], [0.0, -0.1, -0.1], [0.0, -0.1, 0.1], [0.0, 0.0, 0.0], [-0.1, 0.0, 0.2], [0.0, 0.1, 0.1], [0.0, -0.1, 0.0], [0.0, 0.1, 0.1], [0.1, 0.1, 0.0], [-0.1, -0.1, -0.1], [0.0, -0.1, 0.0], [-0.1, 0.0, 0.1], [0.1, 0.0, 0.1]], "smiles": "CCOc1cc(/C=C/C(=O)Nc2ccc(C(=O)NCCN(CC)CC)cc2)ccc1OCC(C)C", "gap_ev": 8.07, "e_above_lowest_kcal_mol": 30.8}

---

{"formula": "C28H40AuN2O2P2", "method": "ωB97M-V/def2-TZVPD", "species": ["Au", "C", "C", "C", "P", "C", "C", "C", "C", "C", "C", "C", "C", "C", "N", "C", "C", "C", "C", "C", "C", "P", "C", "C", "C", "C", "C", "C", "H", "H", "H", "H", "H", "H", "H", "H", "H", "H", "H", "H", "H", "H", "H", "H", "H", "H", "H", "H", "H", "H", "H", "H", "H", "H", "H", "H", "H", "H", "H", "H", "H", "H", "H", "H", "O", "C", "C", "C", "C", "O", "N", "H", "H", "H", "H"], "xyz": [[-0.083, -0.475, 0.262], [4.513, 1.072, 1.258], [3.333, 0.120, 1.442], [2.436, 0.574, 2.594], [2.300, -0.117, -0.054], [3.057, -1.331, -1.195], [4.575, -1.282, -1.357], [2.329, -1.313, -2.537], [2.196, 1.495, -0.904], [3.239, 2.022, -1.649], [3.095, 3.207, -2.363], [1.879, 3.880, -2.354], [0.828, 3.399, -1.603], [0.973, 2.220, -0.842], [-0.053, 1.700, -0.105], [-1.124, 2.442, 0.347], [-0.990, 3.793, 0.719], [-2.087, 4.502, 1.162], [-3.332, 3.887, 1.229], [-3.460, 2.543, 0.905], [-2.366, 1.791, 0.500], [-2.503, -0.005, 0.166], [-3.492, -0.608, 1.593], [-2.853, -0.127, 2.899], [-3.606, -2.134, 1.622], [-3.518, 0.027, -1.372], [-4.180, -1.292, -1.756], [-2.630, 0.549, -2.501], [5.101, 1.087, 2.177], [4.173, 2.091, 1.069], [5.179, 0.778, 0.447], [3.689, -0.890, 1.661], [1.972, 1.541, 2.375], [3.032, 0.694, 3.499], [1.656, -0.161, 2.795], [2.811, -2.264, -0.680], [4.900, -0.409, -1.923], [4.900, -2.162, -1.914], [5.095, -1.294, -0.400], [2.563, -0.409, -3.103], [1.244, -1.369, -2.417], [2.642, -2.169, -3.135], [4.188, 1.505, -1.682], [3.925, 3.589, -2.943], [1.749, 4.778, -2.943], [-0.130, 3.900, -1.633], [-0.015, 4.260, 0.689], [-1.974, 5.535, 1.460], [-4.198, 4.446, 1.558], [-4.433, 2.074, 0.993], [-4.491, -0.169, 1.489], [-1.800, -0.422, 2.944], [-3.356, -0.604, 3.741], [-2.913, 0.951, 3.035], [-2.647, -2.571, 1.907], [-3.893, -2.577, 0.672], [-4.340, -2.415, 2.378], [-4.298, 0.767, -1.156], [-3.442, -2.072, -1.931], [-4.752, -1.135, -2.672], [-4.876, -1.646, -0.997], [-1.796, -0.134, -2.678], [-2.227, 1.543, -2.290], [-3.208, 0.613, -3.424], [1.960, -2.680, 1.726], [1.000, -3.235, 1.218], [0.774, -4.735, 1.154], [-0.412, -4.888, 0.206], [-0.858, -3.460, -0.062], [-1.784, -3.126, -0.776], [-0.035, -2.581, 0.601], [0.558, -5.080, 2.166], [1.687, -5.233, 0.833], [-1.247, -5.460, 0.608], [-0.145, -5.340, -0.750]], "atomic_forces_ev_per_a": [[-0.1, -0.4, -0.2], [0.0, 0.0, 0.0], [0.0, 0.0, 0.1], [0.0, 0.0, 0.0], [-0.3, 0.1, 0.1], [0.1, 0.0, 0.0], [0.0, 0.0, 0.0], [0.0, 0.0, 0.0], [0.1, 0.0, -0.1], [0.0, 0.0, 0.0], [0.0, 0.0, 0.0], [0.0, 0.0, 0.0], [0.0, 0.0, -0.1], [0.0, 0.0, 0.1], [-0.1, 0.3, 0.0], [0.2, 0.0, 0.0], [0.0, 0.0, 0.0], [0.0, 0.0, 0.0], [0.0, 0.0, 0.0], [0.0, 0.0, 0.0], [-0.1, 0.0, 0.0], [0.2, 0.1, 0.3], [-0.1, 0.0, 0.0], [0.0, 0.0, 0.0], [0.0, 0.0, 0.0], [0.0, 0.0, 0.0], [0.0, 0.0, 0.0], [0.0, 0.0, 0.0], [0.0, 0.0, 0.0], [0.0, 0.0, 0.0], [0.0, 0.0, 0.0], [0.0, 0.0, 0.0], [0.0, 0.0, 0.0], [0.0, 0.0, 0.0], [0.0, 0.0, 0.0], [0.0, 0.0, 0.0], [0.0, 0.0, 0.0], [0.0, 0.0, 0.0], [0.0, 0.0, 0.0], [0.0, 0.0, 0.0], [0.0, 0.0, 0.0], [0.0, 0.0, 0.0], [0.0, 0.0, 0.0], [0.0, 0.0, 0.0], [0.0, 0.0, 0.0], [0.0, 0.0, 0.0], [0.0, 0.0, 0.0], [0.0, 0.0, 0.0], [0.0, 0.0, 0.0], [0.0, 0.0, 0.0], [0.0, 0.0, 0.0], [0.0, 0.0, 0.0], [0.0, 0.0, 0.0], [0.0, 0.0, 0.0], [0.0, 0.0, 0.0], [0.0, 0.0, 0.0], [0.0, 0.0, 0.0], [0.0, 0.0, 0.0], [0.0, 0.0, 0.0], [0.0, 0.0, 0.0], [0.0, 0.0, 0.0], [0.0, 0.0, 0.0], [0.0, 0.0, 0.0], [0.0, 0.0, 0.0], [-0.1, 0.0, 0.0], [0.1, 0.1, 0.1], [0.0, 0.0, 0.1], [0.0, 0.0, 0.0], [-0.1, 0.0, 0.0], [0.0, 0.0, 0.1], [0.1, 0.0, -0.1], [0.0, 0.0, 0.0], [0.0, 0.0, 0.0], [0.0, 0.0, 0.0], [0.0, 0.0, 0.0]], "gap_ev": [7.25, 6.35], "spin_multiplicity": 3, "total_charge": 1}